42
Properties=species:S:1:pos:R:3:lowdin_spin:R:1 method="wB97M-V/def2-TZVPD" lumo_energy_ha="-0.295 / -0.313" total_charge=+2 multiplicity=11 orbital_gap_ev="7.53 / 7.02"
Fe 1.74728 -0.21128 0.63894 4.0304
Fe 0.66467 3.16870 -1.28827 3.7878
C 0.73012 1.60595 -3.51491 -0.0186
O 0.41604 1.39215 -2.29783 0.0561
O 1.96392 1.51015 -3.78521 0.4242
O 0.71005 2.94625 -3.42276 0.6431
C 1.14406 2.45982 1.30914 -0.0777
O 0.12042 2.85324 0.60844 0.2369
O 1.21081 1.29004 1.92214 0.3016
O 1.60951 1.86702 0.25695 0.3416
O 1.56060 -1.23233 2.49324 0.0528
H 1.66014 -2.15514 2.75131 0.0029
H 0.92872 -0.85540 3.15017 0.0013
O -1.29777 3.90053 -1.78002 0.0476
H -1.99196 4.51494 -1.51610 0.0027
H -1.60360 3.52791 -2.61475 0.0028
O 0.34378 -0.09511 4.46669 0.0022
H 0.12501 0.84036 4.42030 0.0009
H 0.41084 -0.28317 5.40851 0.0000
O 3.79479 0.10594 1.03083 0.0367
H 4.38075 0.44701 0.34569 0.0017
H 4.36552 -0.03089 1.79635 0.0024
O 2.33125 -0.20183 -1.36948 0.0468
H 3.20881 -0.45726 -1.67666 0.0026
H 1.86527 0.08692 -2.16577 0.0020
C -1.97969 0.08424 1.28156 -0.0002
C -1.23531 -1.21036 0.75809 0.0056
C -2.23033 -1.90841 -0.23398 0.0033
O -1.45177 -2.85425 -0.99827 0.0011
C -2.16788 -3.47025 -2.09189 0.0001
N -0.13609 -0.77161 -0.13819 0.0519
H -1.86940 0.86828 0.52976 -0.0001
H -1.68814 0.43797 2.26895 -0.0001
H -3.06908 0.02016 1.31487 0.0000
H -0.98518 -1.92276 1.54059 0.0001
H -2.59034 -1.17346 -0.95776 0.0001
H -3.01207 -2.42147 0.32489 0.0006
H -1.67927 -3.26756 -3.04369 0.0000
H -3.20320 -3.13071 -2.15362 0.0000
H -2.28249 -4.54849 -1.98231 0.0000
H -0.63223 -0.16461 -0.79014 0.0034
H -0.18652 -1.56124 -0.79579 0.0035

9
Properties=species:S:1:pos:R:3:mulliken_charge:R:1 method="wB97M-V/def2-TZVPD" relative_energy_ev=4.437 lumo_energy_ha=0.018 orbital_gap_ev=10.02
C -1.56680 0.34158 0.16142 -0.1548
C 1.31130 0.26028 -0.25059 0.2013
H -2.58758 0.03523 0.11667 0.3291
H -0.84518 1.30884 0.12027 0.0998
H 0.79664 -1.70543 0.43238 0.3771
H 0.98669 1.27543 -0.39211 0.2577
N -1.04408 -0.72507 -0.16568 -0.4610
N 0.41207 -0.63922 -0.15487 0.0036
O 2.53695 -0.15164 0.13251 -0.6528

10
Properties=species:S:1:pos:R:3:mulliken_charge:R:1 method="wB97M-V/def2-TZVPD" relative_energy_ev=1.379 lumo_energy_ha="-0.093 / -0.116" orbital_gap_ev="7.40 / 5.99"
C -0.60619 -0.83294 -0.95873 0.1526
C 0.89387 0.39012 0.72527 -1.0634
C -0.43134 -0.00025 0.22069 -0.2872
O -1.61941 -1.42601 -1.22463 -0.4638
I 1.68659 -0.96651 2.20216 0.1010
I -0.55541 2.38668 -1.90719 -0.0027
I -2.11025 0.11653 1.39711 0.2543
H 0.27470 -1.29331 -1.38264 0.3507
H 0.96783 1.33377 1.08025 0.5322
H 1.49961 0.29192 -0.15229 0.4263

35
Properties=species:S:1:pos:R:3:lowdin_spin:R:1 method="wB97M-V/def2-TZVPD" lumo_energy_ha="-0.272 / -0.271" total_charge=+2 multiplicity=5 orbital_gap_ev="6.69 / 6.72"
Ho 0.25319 1.83846 -0.77932 4.0184
Br -6.57665 -1.35059 -0.95301 0.0000
C -5.00128 -0.29700 -1.03462 0.0003
C -5.01055 0.92405 -1.72517 0.0000
C -3.87493 1.69597 -1.77362 0.0002
C -2.67180 1.30081 -1.15383 0.0003
O -1.61848 2.08373 -1.23151 -0.0045
C -2.65839 0.04216 -0.44010 0.0004
C -1.54790 -0.49413 0.26747 0.0005
N -0.33106 0.01005 0.33011 -0.0069
C 0.72185 -0.62384 1.04249 0.0004
C 0.60321 -1.83935 1.69948 -0.0002
C 1.69022 -2.44674 2.34121 0.0001
C 2.91983 -1.84702 2.34690 0.0000
C 3.09769 -0.59660 1.71591 0.0000
C 4.35085 0.04826 1.70915 -0.0001
C 4.48250 1.26628 1.08780 -0.0001
C 3.36526 1.84290 0.48402 0.0003
N 2.16239 1.26468 0.44752 -0.0044
C 2.00347 0.03728 1.05756 0.0002
C -3.85345 -0.72055 -0.40664 0.0002
H -5.91525 1.25606 -2.21228 0.0000
H -3.88692 2.64444 -2.29016 0.0000
H -1.76347 -1.41825 0.80257 -0.0001
H -0.33825 -2.36346 1.73112 0.0000
H 1.54068 -3.39855 2.82614 0.0000
H 3.75851 -2.31914 2.83303 0.0000
H 5.19045 -0.42436 2.19394 0.0000
H 5.43254 1.77279 1.06219 0.0000
H 3.46344 2.82254 0.01796 0.0001
H -3.86801 -1.65867 0.12639 0.0000
N 0.91895 0.42679 -2.78976 -0.0053
H 0.35071 0.64577 -3.62064 0.0001
H 0.72062 -0.56505 -2.58847 0.0001
H 1.89004 0.44027 -3.12381 0.0002

46
Properties=species:S:1:pos:R:3:lowdin_spin:R:1 method="wB97M-V/def2-TZVPD" relative_energy_ev=0.540 lumo_energy_ha="-0.374 / -0.372" total_charge=+2 multiplicity=2 orbital_gap_ev="3.26 / 3.21"
Pd -0.12448 -0.43033 -0.43338 0.0074
C 2.43255 -0.47726 -2.51061 0.0003
C 2.95485 -0.47391 -1.11144 0.0033
C 4.33984 -0.50464 -0.87228 0.0011
C 4.80711 -0.49973 0.40919 0.0162
C 3.89542 -0.46406 1.48034 0.0126
C 4.32525 -0.45753 2.83390 0.1845
C 3.41939 -0.42456 3.87303 0.0111
C 2.06324 -0.39701 3.59573 0.1121
C 1.59036 -0.40625 2.26703 0.1154
S -0.06995 -0.40965 2.03440 0.4002
C 2.52594 -0.43740 1.17736 0.0473
N 2.08355 -0.43815 -0.10123 0.0253
H 3.24123 -0.51750 -3.23587 0.0000
H 1.85524 0.43063 -2.69496 0.0003
H 1.78996 -1.34472 -2.66985 0.0003
H 5.01868 -0.53249 -1.71290 -0.0001
H 5.87100 -0.52378 0.61294 0.0002
H 5.38862 -0.47957 3.03869 0.0076
H 3.76083 -0.42509 4.89852 -0.0020
H 1.34191 -0.37373 4.40261 0.0018
C -5.92382 -0.58929 0.52030 0.0000
C -4.75967 -0.51748 -0.42702 0.0000
C -4.92335 -0.48501 -1.80840 -0.0001
C -3.82229 -0.40595 -2.65299 -0.0001
C -2.58964 -0.37516 -2.05104 -0.0006
Br -0.97728 -0.29616 -3.04228 -0.0087
N -2.38940 -0.41053 -0.73965 -0.0006
C -3.45927 -0.47839 0.05799 -0.0004
H -6.86799 -0.59960 -0.01845 0.0000
H -5.92488 0.26677 1.19581 0.0000
H -5.87078 -1.48835 1.13524 0.0000
H -5.91739 -0.52746 -2.23555 0.0000
H -3.92161 -0.37341 -3.72816 -0.0001
H -3.26422 -0.50647 1.12375 -0.0002
N -0.15213 1.76302 -0.30403 0.0227
C -0.15065 2.90872 -0.25614 0.0023
C -0.14716 4.32736 -0.19494 0.0191
C -1.25096 5.03580 -0.69971 0.0039
N -2.17332 5.59026 -1.12069 0.0109
C 0.96005 4.98624 0.36712 0.0039
N 1.88362 5.49652 0.83767 0.0113
Cl -2.10298 -3.65743 0.32990 -0.0011
Ge -0.25308 -2.88575 -0.32543 -0.0036
Cl 0.20718 -3.64505 -2.25198 -0.0029
Cl 1.28049 -3.54651 1.00750 -0.0006

10
Properties=species:S:1:pos:R:3:mulliken_charge:R:1 method="wB97M-V/def2-TZVPD" relative_energy_ev=2.091 lumo_energy_ha=0.007 orbital_gap_ev=10.27 smiles=N#Cc1n[nH]nc1O
N -1.74782 -1.81999 -2.16149 -0.4182
C -0.85762 -1.14461 -1.55585 0.2304
C -0.21531 -0.17826 -0.69013 0.4038
N -0.81917 0.96035 -0.53222 -0.4587
N -0.46492 1.56309 0.60207 0.1343
N 0.58891 0.97738 1.12346 -0.5653
C 0.69366 -0.13812 0.53076 0.4600
O 1.49873 -1.34796 0.51335 -0.4819
H -0.54466 2.67406 0.67804 0.3183
H 1.86821 -1.54594 1.49202 0.3773